{"formula": "C73H88AsCrNO4P2S", "method": "ωB97M-V with the def2-TZVPD basis set", "symbols": ["Cr", "C", "O", "C", "C", "C", "C", "C", "C", "C", "C", "C", "C", "C", "C", "C", "C", "C", "C", "C", "C", "C", "C", "C", "C", "C", "C", "C", "C", "C", "C", "C", "C", "O", "C", "C", "C", "C", "C", "O", "C", "C", "C", "C", "C", "C", "O", "C", "C", "C", "C", "H", "H", "H", "H", "H", "H", "H", "H", "H", "H", "H", "H", "H", "H", "H", "H", "H", "H", "H", "H", "H", "H", "H", "H", "H", "H", "H", "H", "H", "H", "H", "H", "H", "H", "H", "H", "H", "H", "H", "H", "H", "H", "H", "H", "H", "H", "H", "H", "H", "H", "H", "H", "H", "H", "H", "H", "H", "H", "N", "P", "C", "C", "C", "C", "C", "C", "C", "C", "C", "C", "C", "C", "P", "C", "C", "C", "C", "C", "C", "C", "C", "C", "C", "C", "C", "H", "H", "H", "H", "H", "H", "H", "H", "H", "H", "H", "H", "H", "H", "H", "H", "H", "H", "H", "H", "H", "C", "As", "C", "C", "S", "H", "H", "H", "H", "H", "H", "H", "H", "H"], "xyz": [[-0.090, -0.003, -0.106], [-0.094, 1.543, 2.698], [-0.048, 0.223, 2.085], [-0.070, -0.783, 3.042], [1.142, -1.216, 3.526], [2.447, -0.739, 2.908], [2.879, -1.705, 1.825], [3.600, -2.831, 2.202], [3.977, -3.828, 1.309], [3.572, -3.643, -0.006], [2.845, -2.527, -0.421], [2.482, -2.420, -1.877], [1.141, -2.968, -2.355], [1.111, -3.665, -3.570], [-0.075, -4.085, -4.161], [-1.261, -3.601, -3.602], [-1.288, -2.917, -2.388], [-2.597, -2.312, -1.899], [-2.960, -2.473, -0.454], [-3.627, -3.632, -0.066], [-4.012, -3.869, 1.246], [-3.674, -2.881, 2.163], [-3.008, -1.708, 1.812], [-2.601, -0.753, 2.919], [-1.290, -1.213, 3.536], [-1.264, -2.130, 4.578], [-0.067, -2.603, 5.125], [1.125, -2.137, 4.574], [-0.111, -3.589, 6.303], [-0.839, -4.867, 5.859], [1.285, -3.970, 6.792], [-0.868, -2.951, 7.480], [-2.651, -1.461, 0.476], [-2.030, -0.302, 0.119], [-4.772, -5.125, 1.692], [-3.933, -5.894, 2.725], [-5.067, -6.058, 0.516], [-6.110, -4.724, 2.330], [-0.072, -2.736, -1.716], [-0.084, -2.365, -0.375], [-0.079, -3.507, 0.518], [-0.102, -5.080, -5.337], [-0.947, -6.299, -4.923], [-0.721, -4.452, -6.590], [1.300, -5.566, -5.699], [2.502, -1.511, 0.485], [1.843, -0.406, 0.102], [4.796, -5.026, 1.785], [5.155, -5.967, 0.638], [6.107, -4.540, 2.427], [3.991, -5.817, 2.827], [0.216, 1.460, 3.733], [-1.107, 1.934, 2.659], [0.586, 2.189, 2.159], [3.215, -0.711, 3.683], [2.338, 0.258, 2.482], [3.863, -2.931, 3.258], [3.813, -4.390, -0.762], [3.257, -2.915, -2.460], [2.503, -1.366, -2.158], [2.068, -3.928, -4.018], [-2.216, -3.807, -4.086], [-3.400, -2.709, -2.519], [-2.544, -1.251, -2.099], [-3.836, -4.373, -0.840], [-3.918, -3.024, 3.219], [-3.374, -0.746, 3.689], [-2.510, 0.252, 2.515], [-2.218, -2.482, 4.971], [2.083, -2.489, 4.955], [-0.328, -5.328, 5.007], [-1.873, -4.658, 5.558], [-0.866, -5.594, 6.681], [1.858, -4.489, 6.015], [1.195, -4.644, 7.650], [1.854, -3.092, 7.114], [-1.891, -2.679, 7.204], [-0.359, -2.042, 7.818], [-0.918, -3.652, 8.320], [-2.967, -6.186, 2.296], [-4.458, -6.803, 3.049], [-3.734, -5.282, 3.615], [-4.144, -6.422, 0.048], [-5.671, -5.560, -0.252], [-5.628, -6.929, 0.874], [-5.963, -4.071, 3.197], [-6.659, -5.616, 2.664], [-6.734, -4.185, 1.606], [-0.972, -4.105, 0.359], [-0.080, -3.110, 1.534], [0.818, -4.102, 0.359], [-1.990, -6.022, -4.735], [-0.549, -6.752, -4.008], [-0.935, -7.057, -5.718], [-1.722, -4.052, -6.397], [-0.797, -5.202, -7.391], [-0.090, -3.633, -6.947], [1.792, -6.051, -4.847], [1.938, -4.745, -6.047], [1.230, -6.299, -6.510], [5.736, -5.452, -0.136], [4.260, -6.396, 0.170], [5.762, -6.793, 1.022], [6.717, -3.997, 1.695], [6.689, -5.394, 2.798], [5.918, -3.868, 3.271], [3.046, -6.171, 2.399], [3.754, -5.195, 3.700], [4.561, -6.686, 3.177], [-1.179, 2.357, -1.870], [-0.684, 3.088, -0.380], [-0.395, 4.778, -1.034], [-1.424, 5.674, -1.326], [-1.134, 6.915, -1.886], [0.184, 7.272, -2.155], [1.216, 6.386, -1.869], [0.928, 5.144, -1.306], [-2.264, 3.341, 0.521], [-3.369, 2.520, 0.323], [-4.472, 2.607, 1.172], [-4.478, 3.514, 2.224], [-3.380, 4.353, 2.420], [-2.280, 4.259, 1.579], [-0.275, 0.973, -2.325], [1.252, 1.695, -3.024], [1.224, 2.534, -4.144], [2.385, 3.144, -4.589], [3.592, 2.923, -3.921], [3.626, 2.109, -2.801], [2.457, 1.495, -2.347], [-1.263, 0.526, -3.795], [-2.646, 0.711, -3.756], [-3.417, 0.499, -4.892], [-2.808, 0.138, -6.086], [-1.432, -0.053, -6.129], [-0.665, 0.102, -4.980], [-1.349, 3.001, -2.617], [-2.453, 5.405, -1.119], [-1.941, 7.604, -2.112], [0.405, 8.243, -2.587], [2.246, 6.658, -2.082], [1.734, 4.452, -1.069], [-3.354, 1.792, -0.478], [-5.322, 1.947, 1.016], [-5.327, 3.563, 2.897], [-3.386, 5.077, 3.227], [-1.422, 4.912, 1.741], [0.293, 2.714, -4.671], [2.354, 3.795, -5.455], [4.502, 3.393, -4.280], [4.556, 1.950, -2.265], [2.480, 0.876, -1.449], [-3.118, 1.036, -2.836], [-4.491, 0.643, -4.848], [-3.402, 0.017, -6.987], [-0.955, -0.312, -7.063], [0.409, -0.057, -5.022], [4.222, 5.497, 2.240], [3.833, 3.640, 2.520], [5.478, 2.880, 3.160], [2.720, 3.661, 4.075], [3.061, 2.696, 0.843], [4.663, 5.940, 3.135], [3.295, 6.000, 1.988], [4.907, 5.572, 1.403], [6.166, 3.674, 3.452], [5.900, 2.291, 2.360], [5.269, 2.242, 4.014], [3.209, 4.243, 4.859], [2.570, 2.639, 4.408], [1.765, 4.105, 3.818]], "gap_ha": [0.2582, 0.2713], "multiplicity": 5, "e_tot_ha": -7551.5112, "e_above_lowest_kcal_mol": 0.0, "homo_ev": [-6.66, -7.02]}